Density functional theory data (ωB97M-V/def2-TZVPD) for 2 unconnected molecules or ions with the total composition C4H5F3OS in a non-equilibrium geometry.

Each line ends with the natural charge from an NBO analysis.
Atoms and positions in Å:
S -4.542 1.213 -0.353  0.486
H -0.854 -1.978 1.419  0.218
C 0.209 -1.402 1.232  -0.494
H -2.695 2.392 -0.440  0.497
C -3.642 -0.318 0.248  0.819
H 0.853 -1.507 2.029  0.231
H -0.473 0.201 -1.706  0.222
C 0.148 -0.902 0.019  0.113
H 0.680 -1.223 -1.972  0.227
C 0.047 -0.670 -1.286  -0.520
F -4.398 -1.026 1.058  -0.311
O -3.304 1.945 -1.088  -0.841
F -3.021 -1.081 -0.606  -0.294
F -2.695 0.238 1.052  -0.353

## Properties
* total charge: 0
* energy relative to the best compared isomer or geometry (same formula, charge and spin): 210.2 kJ/mol
* strongest force on any atom: 5.867 eV/A
* spin multiplicity: 1
* structure (SMILES): OSC(F)(F)F.C=C=C
* frontier orbital gap: 9.62 eV
* E_tot: -928.3192 Ha
* HOMO energy: -0.3426 Eh

Density functional theory data (ωB97M-V/def2-TZVPD) for a molecular structure, C31H33FN6O4SV in a non-equilibrium geometry.

Each line ends with the Mulliken charge.
Atoms and positions in Å:
N -2.626 3.934 0.832  -0.495
H -0.091 1.629 4.424  0.362
H -0.065 -2.422 2.574  0.671
H 1.380 2.526 4.722  0.400
H 1.764 -2.087 -5.053  0.250
H -5.166 0.200 1.446  0.420
H 4.342 -1.595 1.803  0.454
H -5.242 -0.278 -0.983  0.409
H 3.259 2.700 -0.847  0.357
H 3.536 -1.548 -0.149  0.528
C 1.506 2.200 1.570  1.640
H 1.506 2.823 -1.043  0.609
H 2.859 -2.517 2.002  0.317
H -0.019 1.636 -2.923  0.190
S -1.244 0.064 2.610  -0.426
H -2.384 0.266 -4.989  0.417
H 1.059 -4.415 -1.735  0.558
H 1.583 4.093 0.550  0.465
C -1.457 -0.286 -5.049  0.039
H -4.008 2.185 2.289  0.324
H 3.608 -1.721 3.383  0.499
C 3.389 -1.618 2.325  -2.080
H 1.930 -1.398 4.408  0.613
H -0.037 3.632 1.066  0.427
C -0.135 -5.066 2.672  -0.269
O 0.325 -2.716 -6.952  -0.574
C -2.251 -1.101 1.905  0.556
H -2.911 4.219 1.758  0.227
O -1.254 -1.014 -1.549  -0.630
C 0.014 -1.918 -6.111  0.209
H 0.466 -5.924 0.170  0.551
C 1.021 3.605 1.340  -2.261
N -2.890 -1.931 1.422  -0.560
C 0.809 -4.013 -0.764  -1.313
C -1.235 -1.158 -6.034  0.222
C -0.783 0.861 -2.963  -1.088
H 0.146 3.180 3.641  0.512
H 2.352 1.405 -1.625  0.109
C -3.344 2.835 0.346  1.091
C 0.185 -2.891 1.631  -0.558
H 2.297 0.159 5.148  0.400
C 1.341 1.578 2.814  0.999
O 1.471 -0.569 -3.106  -0.687
C 0.656 -0.742 -4.010  0.498
H -2.612 4.723 0.201  0.221
N -0.365 -5.702 3.599  -0.465
H -4.186 1.299 -2.558  0.477
C 0.483 -4.849 0.289  -0.616
H 1.154 4.207 2.235  0.550
C 3.457 -0.482 -0.342  -1.896
C 2.705 0.228 0.757  0.396
N 0.486 -2.086 0.607  0.962
C -3.993 1.971 1.226  -0.522
H 4.471 -0.082 -0.419  0.381
H 2.981 -0.363 -1.312  0.253
C -4.099 1.470 -1.491  -0.430
N 0.873 -1.610 -5.041  -0.110
F -2.135 -1.377 -6.984  -0.291
C -0.835 0.108 -1.641  0.717
C 1.679 -0.343 4.400  -2.394
C 0.809 -2.646 -0.573  0.193
N -0.519 -0.050 -4.058  0.313
C 2.155 1.496 0.525  0.101
C 0.180 -4.272 1.517  -0.062
C -3.407 2.578 -1.024  -0.718
C 2.320 2.140 -0.828  -2.107
V 0.339 -0.011 0.880  1.939
H 0.643 -0.253 4.722  0.390
H 1.061 -1.969 -1.380  0.165
H -1.753 1.326 -3.126  0.223
C 0.649 2.273 3.950  -1.921
O -0.376 0.823 -0.612  -0.892
C -4.716 0.591 -0.613  -0.679
C 2.615 -0.354 2.049  0.974
H -2.938 3.271 -1.715  0.266
C 1.876 0.285 3.048  1.742
C -4.667 0.859 0.747  -0.540

## Properties
* total charge: +1
* energy relative to the best compared isomer or geometry (same formula, charge and spin): 66.1 kJ/mol
* strongest force on any atom: 1.215 eV/A
* spin multiplicity: 3
* frontier orbital gap (alpha / beta): 6.30 / 6.69 eV
* E_tot: -3272.5691 Ha
* HOMO energy (alpha / beta): -0.3821 / -0.3822 Eh
* ⟨S²⟩: 2.0228

Density functional theory data (ωB97M-V/def2-TZVPD) for a molecular structure, C19H24CoN3O5 in a non-equilibrium geometry.

Each line ends with the natural charge from an NBO analysis.
Atoms and positions in Å:
C -1.475 -1.999 -1.225  -0.017
C -4.017 -1.505 2.040  -0.252
H 2.142 -1.361 -3.813  0.235
H -1.102 3.799 1.000  0.205
C -0.613 2.826 0.930  -0.090
C -2.382 -1.922 -0.125  0.158
C -2.829 -0.827 1.876  0.070
H -0.062 -1.438 3.469  0.183
H 1.715 -1.559 3.547  0.205
C 0.978 0.373 2.969  -0.082
C 1.268 -0.017 -1.689  0.618
H 2.127 1.917 -0.752  0.502
O 1.064 0.628 -0.578  -0.775
C -2.442 2.499 -0.587  -0.242
C 2.343 0.373 -2.577  -0.207
C -3.568 -2.652 -0.005  -0.219
O 0.900 -1.577 1.645  -0.568
C -0.400 2.267 2.327  -0.078
H 3.952 -0.688 -5.372  0.225
C 3.674 -0.052 -4.543  -0.259
H 1.902 0.684 2.474  0.205
H 0.342 2.939 0.411  0.198
N -2.020 -1.016 0.833  -0.477
H 5.090 1.484 -5.048  0.225
H -2.012 3.199 -1.306  0.192
Co -0.401 -0.145 0.380  1.152
C 3.037 1.581 -2.368  0.368
C 4.327 1.167 -4.350  -0.134
H -2.491 -0.101 2.605  0.216
C 0.859 -2.994 1.527  -0.251
H 0.438 2.775 2.806  0.206
H 0.938 -3.230 0.468  0.209
H 4.521 2.915 -3.108  0.234
H -2.934 1.692 -1.123  0.203
H -3.818 -3.357 -0.786  0.240
H -4.634 -1.316 2.906  0.242
N -0.478 -1.169 -1.127  -0.191
H -0.080 -3.392 1.925  0.178
H -3.172 3.019 0.038  0.184
O -1.427 1.908 0.217  -0.586
H 0.961 0.755 3.992  0.204
H -5.320 -2.984 1.180  0.241
H -1.571 -2.646 -2.086  0.229
O 2.780 2.375 -1.312  -0.668
C -4.391 -2.440 1.076  -0.126
N 0.461 -1.023 -2.043  -0.411
C 2.683 -0.436 -3.672  -0.131
C 4.014 1.975 -3.277  -0.282
H 1.699 -3.443 2.061  0.194
C 0.876 -1.132 2.990  -0.085
O -0.155 0.857 2.244  -0.584
H -1.297 2.414 2.933  0.194

## Properties
* total charge: +1
* energy relative to the best compared isomer or geometry (same formula, charge and spin): 0.0 kJ/mol
* strongest force on any atom: 1.483 eV/A
* spin multiplicity: 2
* frontier orbital gap (alpha / beta): 6.86 / 6.88 eV
* E_tot: -2661.4344 Ha
* HOMO energy (alpha / beta): -0.3916 / -0.3917 Eh
* ⟨S²⟩: 0.7562

Density functional theory data (ωB97M-V/def2-TZVPD) for a molecular structure, C31H32IMoN7O7S3 in a non-equilibrium geometry.

Each line ends with the Mulliken charge.
Atoms and positions in Å:
H 2.971 1.997 0.079  0.933
H 4.456 -2.214 4.230  0.452
O -1.101 -2.312 -3.105  -0.648
H -1.166 -1.734 -2.337  0.380
C 2.040 0.276 -3.157  0.543
H 5.523 7.598 -0.894  0.271
C 0.616 -2.175 -0.757  0.956
H 5.903 7.433 0.851  0.269
N 1.559 -2.068 0.107  -0.771
C -2.140 0.944 -2.251  -0.794
O 3.936 7.070 0.320  -0.492
H 3.214 2.055 -2.952  0.260
C 2.420 -0.802 1.726  -0.231
C 3.128 3.066 0.157  -0.445
H 1.498 -1.500 -3.991  0.184
C 1.316 -4.459 -1.330  -0.586
O -0.209 -1.111 -0.857  -0.499
O 0.582 2.025 0.565  0.966
C 2.066 3.912 0.471  0.566
H 1.970 -6.393 -1.955  0.436
H 1.400 5.950 0.765  0.584
H -3.237 2.443 3.904  0.284
C 2.239 5.308 0.541  -1.250
C 0.593 -5.511 -3.353  -0.443
H 2.466 1.898 -4.572  0.513
H -2.731 4.646 3.795  0.348
C 0.934 3.688 4.489  -0.680
C 3.289 -0.400 4.103  -0.751
N -3.126 1.804 -2.499  0.232
H 0.639 -6.340 -4.045  0.413
H 5.118 -1.005 3.101  0.323
C 4.564 4.936 -0.003  0.981
C -0.289 -3.355 -2.772  0.020
C -0.778 5.352 4.312  -0.692
C -0.224 -4.436 -3.642  -0.610
N 1.579 -0.827 0.713  -0.034
C 4.205 -1.439 3.508  -0.618
H -0.830 -4.419 -4.537  0.470
H -4.844 2.063 -3.674  0.343
C 0.704 3.397 0.614  -0.149
N -3.452 0.129 3.480  -0.444
S 2.664 0.600 2.704  0.222
H 1.257 5.783 4.826  0.457
C 5.327 7.028 0.016  -0.256
H 0.308 1.662 4.182  0.510
C 0.015 2.698 4.175  -0.040
H -1.774 0.245 -2.985  0.463
H 2.421 -0.863 4.573  0.332
N -2.323 2.083 3.664  -0.098
C -1.305 3.041 3.917  0.410
C -1.699 4.373 3.986  -0.519
H -3.432 2.994 -4.186  0.348
C -3.762 2.036 -3.784  -0.863
H 1.899 -4.437 -0.422  0.538
H 1.636 -0.204 -5.119  0.218
H -3.453 -0.862 3.309  0.231
S 3.288 -2.236 2.142  0.040
H -1.097 6.384 4.369  0.403
C 0.510 -3.346 -1.614  0.489
H -4.092 3.301 -1.303  0.459
H -4.211 0.507 4.026  0.200
C 1.352 -5.536 -2.184  -0.766
I 0.703 2.928 -2.823  0.125
C 3.495 5.788 0.308  0.810
C -3.339 2.536 -1.358  -0.914
N 1.650 -0.516 -4.164  -0.306
O 5.683 5.658 -0.188  -0.486
C 2.352 1.706 -3.510  -0.766
C -2.296 0.789 3.312  0.498
H 1.958 3.412 4.706  0.415
S -1.017 -0.126 2.644  -0.279
H -2.284 2.423 0.572  0.268
C 0.542 5.015 4.564  -0.670
H 5.228 2.928 -0.353  0.551
H -3.492 1.243 -4.475  0.312
O -0.301 4.050 0.667  -0.545
N -1.687 1.085 -1.006  0.454
O 2.080 -0.109 -1.989  -0.532
Mo 0.134 0.488 -0.089  1.348
C 4.401 3.572 -0.089  -1.755
C -2.448 2.088 -0.437  -0.402
H 3.788 0.258 4.811  0.509

## Properties
* total charge: +2
* energy relative to the best compared isomer or geometry (same formula, charge and spin): 219.7 kJ/mol
* strongest force on any atom: 3.889 eV/A
* spin multiplicity: 3
* frontier orbital gap (alpha / beta): 6.10 / 6.40 eV
* E_tot: -3670.5107 Ha
* HOMO energy (alpha / beta): -0.4644 / -0.4650 Eh
* ⟨S²⟩: 2.0144

Density functional theory data (ωB97M-V/def2-TZVPD) for 10 unconnected molecules or ions with the total composition C12H44N12O10 in a non-equilibrium geometry.

Each line ends with the Mulliken charge.
Atoms and positions in Å:
C -1.636 -0.143 -3.006  0.686
H 2.427 -0.627 3.996  0.320
C 2.820 0.046 2.247  0.520
H 3.458 -1.710 0.071  0.456
H -4.145 2.645 -2.579  0.351
H 2.099 -3.005 -0.531  0.303
O 1.023 4.143 1.276  -0.698
H 4.133 -3.494 -2.868  0.328
H -2.998 -1.746 2.647  0.227
C 2.731 -2.703 -1.404  0.341
H 3.864 0.913 0.814  0.281
N -2.133 1.990 -0.213  0.202
H -1.773 -0.041 -0.108  0.031
C -0.018 -0.748 0.185  0.374
H -4.518 -0.873 3.842  0.355
N 1.635 2.412 -0.230  0.201
H 3.305 1.951 2.251  0.183
H -2.497 2.080 2.523  0.424
C -0.790 1.413 2.952  0.367
O -2.274 0.309 -4.163  -0.582
C 2.944 0.675 -3.024  0.321
H -0.107 -0.888 -4.208  0.325
H -0.947 0.568 -2.466  -0.361
H -2.401 0.395 2.275  -0.129
H -1.235 2.511 -0.488  -0.061
C 0.986 3.493 0.063  0.499
N -1.535 -3.640 1.758  -0.290
H 3.818 1.818 -4.643  0.233
H -2.045 1.658 0.777  0.343
O -3.960 -0.408 1.859  -0.684
H 4.405 -4.024 -1.156  0.267
O -0.015 -3.185 3.458  -0.708
N 0.107 3.785 -0.835  -0.553
H 3.736 -0.769 -1.977  0.318
C -1.274 -2.987 2.783  0.359
H 0.350 -1.179 -0.738  -0.602
N 3.237 1.108 1.661  -0.550
H -0.757 -4.104 1.189  0.269
H -0.563 4.563 -0.581  0.257
O -0.169 2.589 3.194  -0.719
H 0.290 0.304 0.306  0.279
N 3.025 1.359 -4.156  -0.489
C -0.782 -1.355 -3.501  -1.048
N -2.195 -2.149 3.160  -0.267
H -5.647 -0.008 2.922  0.415
H 0.735 0.311 3.339  0.213
H -0.109 -1.687 -2.730  0.065
H -0.594 -0.600 2.531  -0.381
H 4.830 -0.130 -3.221  0.178
O 1.833 0.639 -2.256  -0.462
H -1.421 -2.221 -3.693  0.343
H -4.368 0.154 1.208  0.395
H 2.128 -2.183 -2.125  -0.137
N -3.259 2.533 -1.944  -0.300
H -0.057 3.480 -1.800  0.223
H -2.037 -1.604 4.041  0.304
H 1.584 1.836 -1.098  0.197
H 2.406 1.194 3.980  0.257
H 3.019 -4.580 -2.250  0.373
H -3.142 0.518 -3.874  0.369
H 0.379 -1.341 1.011  0.260
H -2.386 2.548 -2.385  0.183
H -2.356 -3.400 1.198  0.258
O 2.981 -1.127 1.581  -0.856
C -3.277 1.885 -0.863  0.397
C 3.643 -3.720 -1.951  -1.312
N -0.279 0.214 3.133  0.153
N -1.936 1.274 2.366  0.060
H 2.273 1.927 0.490  0.021
O -1.381 -0.896 0.135  -0.364
H -4.318 0.894 3.551  0.288
C -4.560 -0.061 3.131  -0.892
O -4.384 1.249 -0.248  -0.861
N 2.576 0.258 3.520  -0.662
N 3.996 -0.029 -2.688  -0.357
H -2.294 -0.521 -2.243  0.243
O 3.592 -1.713 -0.878  -0.555
H 2.206 1.973 -4.268  0.263

## Properties
* total charge: 0
* energy relative to the best compared isomer or geometry (same formula, charge and spin): 979.9 kJ/mol
* strongest force on any atom: 10.485 eV/A
* spin multiplicity: 1
* structure (SMILES): NC(N)=O.NC(N)=O.NC(N)=O.NC(N)=O.NC(N)=O.NC(N)=O.CCO.CCO.CO.CO
* frontier orbital gap: 8.70 eV
* E_tot: -1892.9828 Ha
* HOMO energy: -0.3145 Eh

- The highest E_tot belongs to which entry?
  C4H5F3OS

- Which of these has the highest strongest force on any atom?
  C12H44N12O10

- Which value of E_tot does entry 4 give?
  -3670.5107 Ha

- Which of these has the highest strongest force on any atom?
  C12H44N12O10